{
  "formula": "C18H52N14O12Zr",
  "method": "ωB97M-V/def2-TZVPD",
  "orbital_gap_ha": 0.051,
  "homo_ha": -0.1266,
  "lumo_energy_ev": -2.07,
  "elements": ["Zr", "C", "C", "C", "O", "H", "H", "H", "H", "H", "H", "H", "C", "C", "C", "O", "H", "H", "H", "H", "H", "H", "H", "C", "C", "C", "O", "H", "H", "H", "H", "H", "H", "H", "C", "C", "O", "O", "H", "H", "H", "C", "O", "N", "N", "H", "H", "H", "H", "C", "O", "N", "N", "H", "H", "H", "H", "C", "O", "N", "N", "H", "H", "H", "H", "C", "O", "N", "N", "H", "H", "H", "H", "C", "O", "N", "N", "H", "H", "H", "H", "C", "O", "N", "N", "H", "H", "H", "H", "C", "O", "N", "N", "H", "H", "H", "H"],
  "coordinates": [[2.860709, 0.419857, 0.159182], [-2.566826, 0.596471, 3.779715], [-1.228497, 0.412043, 4.495565], [-0.387096, 1.636931, 4.832333], [-1.220495, -0.357884, 5.585677], [-3.394280, 0.722033, 4.478034], [-2.824476, -0.270616, 3.171530], [-2.541107, 1.432992, 3.081381], [-0.699936, -0.103855, 3.693963], [-0.290394, 2.364299, 4.026308], [0.643916, 1.352053, 5.042001], [-0.734744, 2.083398, 5.763960], [-3.075014, -3.571703, -0.302159], [-3.856656, -4.201620, -1.466890], [-3.504209, -5.660445, -1.852512], [-5.254913, -3.977402, -1.433066], [-3.554007, -3.676691, 0.671307], [-3.104978, -2.484084, -0.367590], [-2.052515, -3.907591, -0.474728], [-3.617181, -3.560252, -2.315064], [-2.430827, -5.580052, -2.024258], [-3.858883, -6.071004, -2.797895], [-3.745589, -6.452576, -1.143741], [0.850938, -3.372275, -0.256378], [2.356455, -3.107038, 0.084927], [3.227439, -3.823283, -1.076424], [2.698837, -1.751327, 0.254650], [0.534990, -3.203027, -1.285750], [0.189093, -2.737749, 0.333063], [0.460934, -4.376361, -0.089623], [2.479570, -3.683375, 1.001862], [4.291002, -3.679454, -0.886043], [3.050788, -3.452188, -2.085978], [3.153501, -4.910540, -1.053895], [-1.414645, 0.176117, 0.201328], [0.113066, 0.236065, 0.177034], [0.764677, 0.177045, -0.876737], [0.897811, 0.534947, 1.130189], [-1.810371, 0.002078, -0.799278], [-1.825801, 1.046689, 0.712359], [-1.767904, -0.698185, 0.748054], [-1.993829, -0.588348, -3.440541], [-3.086280, -0.224833, -3.205064], [-1.309948, -1.352606, -2.757014], [-1.212224, -0.088939, -4.374499], [-0.324700, -1.562606, -2.829641], [-1.779120, -1.626172, -1.905464], [-0.327056, -0.341890, -4.789929], [-1.508123, 0.804352, -4.741343], [2.960862, -0.383665, 3.406130], [3.195698, 0.175482, 2.377957], [3.254011, -0.011438, 4.646705], [2.112306, -1.382151, 3.492367], [3.704298, 0.863641, 4.873817], [2.833482, -0.540103, 5.397544], [1.875312, -1.696298, 4.422562], [1.618540, -1.774629, 2.703535], [3.072564, -0.674553, -3.088625], [3.365463, -0.023051, -2.115453], [1.906644, -0.703992, -3.569156], [3.872660, -1.375390, -3.819358], [1.612506, -1.196952, -4.400161], [1.182018, -0.179921, -3.099705], [3.389060, -2.102126, -4.327383], [4.830414, -1.481159, -3.516668], [-4.892093, 0.142632, -0.422083], [-5.320495, -0.970225, -0.775719], [-4.418212, 1.022253, -1.244085], [-4.941644, 0.525314, 0.835150], [-4.198090, 0.700603, -2.175847], [-4.266959, 1.989365, -0.995265], [-4.575457, 1.410647, 1.154840], [-5.462880, -0.063885, 1.468601], [3.301908, 3.334882, 2.055499], [2.967350, 2.348106, 1.384557], [2.499539, 4.365084, 2.302968], [4.579995, 3.474484, 2.371510], [1.608280, 4.263648, 1.838789], [2.845989, 5.163760, 2.815011], [4.716442, 4.433849, 2.656284], [5.328597, 2.931602, 1.965340], [2.650104, 2.901939, -2.035872], [2.696116, 2.242566, -1.005963], [3.305260, 3.957521, -2.356291], [1.753402, 2.609091, -2.916756], [4.040463, 4.433395, -1.853165], [3.034725, 4.395835, -3.225079], [1.548997, 3.298934, -3.625575], [1.062663, 1.956685, -2.574193], [-0.882506, 4.153392, 0.070831], [0.022191, 4.415797, 0.815414], [-0.850793, 3.848203, -1.178996], [-2.090365, 3.912227, 0.420650], [-1.836789, 3.727974, -1.361912], [-0.155033, 4.207071, -1.817142], [-2.895194, 3.888021, -0.189060], [-2.232450, 3.924135, 1.420533]],
  "forces_ev_per_angstrom": [[-3.982, -3.144, 1.372], [-0.731, 0.413, 0.281], [0.956, -0.951, 0.464], [0.097, 0.802, -0.327], [-0.593, -0.768, 0.625], [-0.061, 0.258, 0.179], [0.164, -0.265, 0.141], [-0.015, 0.486, -0.181], [1.096, -0.257, -1.088], [-0.261, 0.576, -0.281], [0.052, -0.491, 0.026], [-0.299, 0.233, -0.091], [-0.302, -0.025, -0.501], [-4.538, 0.623, -0.752], [1.126, 0.397, 0.100], [1.798, -0.890, 0.786], [0.385, -0.982, 0.190], [-0.058, 0.297, -0.607], [0.466, -0.081, 0.965], [1.142, 0.080, -0.932], [0.692, -0.709, 0.238], [-0.641, 0.804, -0.171], [0.104, 0.329, 0.559], [-0.309, 0.847, -0.002], [-0.551, -1.379, -2.293], [0.266, 0.665, 1.618], [0.438, 2.666, -0.324], [0.498, 0.366, -0.342], [0.067, 0.149, 0.257], [0.668, -0.254, 0.383], [0.642, 0.264, 0.272], [0.153, 0.380, 0.152], [-0.465, 0.079, 0.105], [-0.632, 0.015, -0.033], [0.937, -0.759, 0.258], [-0.365, 1.339, 0.781], [1.020, -0.686, -3.711], [-0.268, -0.134, 1.864], [0.179, 0.710, 0.078], [0.109, -0.012, -0.132], [0.204, -0.026, 0.443], [0.350, 2.113, -2.205], [-3.771, 1.350, -0.007], [3.050, -6.589, 6.576], [1.670, 4.513, -5.376], [-0.563, 0.178, -0.017], [0.174, -1.020, 0.053], [-0.520, -0.715, 0.629], [-0.340, -0.315, -0.286], [-3.283, -1.910, 3.181], [2.783, 2.106, -4.364], [2.053, 1.530, 1.419], [-1.032, -2.505, -0.451], [-0.097, -0.282, -0.186], [0.195, 0.572, 0.003], [-0.614, -0.226, -0.560], [0.207, 0.253, 0.073], [1.133, -0.227, 0.215], [1.533, 1.949, 3.583], [-6.884, 0.800, -1.287], [3.415, -2.067, -1.362], [0.445, 0.085, 0.191], [-0.059, -0.179, 0.225], [0.997, -0.142, -0.181], [-0.194, -0.375, -0.177], [-2.514, -4.507, -0.191], [0.861, 1.548, 0.335], [1.730, 3.086, -3.022], [-0.233, 0.833, 3.306], [-0.072, 0.145, 0.068], [-0.131, -0.414, -0.033], [-0.173, -0.381, 0.110], [0.276, 0.183, -0.033], [0.071, -0.792, -1.960], [-0.636, -0.459, -0.378], [-0.009, -0.633, 0.133], [1.335, 1.411, 1.394], [-0.740, 0.693, 0.267], [-0.672, -0.138, -0.181], [1.267, -0.368, 0.103], [-0.413, 0.094, 0.161], [-0.889, -0.897, 1.094], [1.521, -0.574, 1.588], [2.936, 3.693, -0.690], [-2.793, -1.264, -2.343], [-0.222, -0.538, 0.259], [0.430, 0.102, 0.271], [-0.467, -0.645, -0.052], [-0.389, 0.029, -0.379], [2.130, -0.139, 1.257], [1.910, 0.946, 1.190], [1.153, -0.531, -5.312], [-5.255, -0.127, 4.983], [1.051, -0.284, -2.594], [-0.473, 0.004, 0.045], [0.144, 0.081, 0.592], [-0.572, -0.020, -0.047]]
}